Entry 1:
DFT (ωB97M-V with the def2-TZVPD basis set) results for a structure of composition C19H14Cl4NO4S2W in a non-equilibrium geometry.

The geometry in XYZ format:
```
45
Properties=species:S:1:pos:R:3:mulliken_charge:R:1
W 0.19020 0.18324 0.51042 1.212
Cl -4.46670 5.01353 -0.26650 -0.130
C -3.01830 4.12230 -0.35664 0.290
C -1.89635 4.66221 -1.01084 0.396
Cl -1.99816 6.19877 -1.73668 -0.128
C -0.69257 3.95053 -1.07284 -0.139
Cl 0.69238 4.57708 -1.85623 -0.164
C -0.64009 2.70621 -0.47866 0.493
O 0.41604 1.87080 -0.43910 -0.071
C -1.77030 2.15329 0.13878 0.121
O -1.51026 0.90611 0.59368 -0.538
C -2.96006 2.85139 0.22545 0.051
Cl -4.29849 2.15645 1.02319 -0.153
O -0.47722 -1.13595 1.83880 -0.591
N -1.13394 -2.26796 1.52172 0.313
C -1.84818 -2.89295 2.47241 -0.209
C -2.45996 -4.08399 2.17772 -0.699
C -2.32038 -4.63110 0.90204 -0.158
C -1.59918 -3.95104 -0.06305 -0.709
C -1.01176 -2.74169 0.26710 0.768
S -0.13353 -1.72683 -0.85621 -0.430
H -1.89297 -2.40286 3.43428 0.485
H -3.03984 -4.58224 2.94024 0.443
H -2.77911 -5.58122 0.66498 0.437
H -1.47786 -4.32772 -1.06890 0.447
C 8.63149 -0.64788 1.19852 -1.432
C 7.23613 -0.21042 0.88431 0.767
C 6.18642 -1.12898 0.78850 -0.870
C 4.90508 -0.71803 0.48106 -0.436
C 4.66706 0.63801 0.28120 0.931
C 5.68512 1.58049 0.39358 -0.498
C 6.96351 1.14533 0.67883 -0.718
S 3.06569 1.23151 -0.15524 0.339
C 2.87738 0.48217 -1.78316 -0.900
O 2.07611 0.26062 0.68153 -0.395
H 8.69133 -1.71491 1.39768 0.363
H 9.01671 -0.10642 2.06317 0.372
H 9.28912 -0.41345 0.35935 0.352
H 6.37940 -2.18068 0.95498 0.339
H 4.09674 -1.43614 0.41705 0.409
H 5.48398 2.63663 0.25426 0.429
H 7.76699 1.86648 0.75433 0.432
H 3.16320 -0.56566 -1.71836 0.381
H 3.54472 1.00738 -2.46693 0.463
H 1.84862 0.61602 -2.11071 0.334
```

The net charge is +2. The energy above the lowest of the compared OMol25 structures with the same formula, charge and spin comes out at 26.06 kJ/mol. The spin multiplicity is 2. As for the frontier orbital gap (alpha / beta): 0.214 / 0.215 hartree.

Entry 2:
DFT (ωB97M-V with the def2-TZVPD basis set) results for a cluster of 6 separate species, C47H101N5O6 in total in a non-equilibrium geometry.

The geometry in XYZ format:
```
159
Properties=species:S:1:pos:R:3:mulliken_charge:R:1
C -10.03386 11.85900 -9.29093 -1.335
C -11.32321 11.86724 -10.09009 0.553
O -11.55178 13.14154 -10.42062 -0.544
H -10.09568 12.38276 -8.33701 0.353
H -9.26805 12.33415 -9.90400 0.186
H -9.75507 10.82634 -9.08119 0.396
H -12.14592 11.38180 -9.56511 0.434
H -10.96871 11.21201 -10.88577 -0.330
H -12.31983 13.18043 -10.99524 0.190
C -9.76475 7.50177 -4.71702 -1.886
C -10.34156 8.86742 -4.20009 1.238
C -9.54223 9.95337 -5.07528 -0.978
C -10.06504 11.41733 -4.90020 -0.776
C -11.65635 11.38327 -5.07279 -1.115
C -12.47062 10.36089 -4.30022 1.647
N -11.78784 9.05602 -4.37100 0.429
O -12.48313 8.03651 -3.75723 -0.520
C -12.75702 10.83172 -2.85848 -1.519
C -13.68559 10.17292 -5.22800 -1.821
C -9.83600 8.95946 -2.72348 -1.732
H -10.10979 7.48980 -5.75090 0.529
H -10.25599 6.60366 -4.34260 0.400
H -8.69715 7.28193 -4.71767 0.318
H -8.51273 9.90397 -4.72061 0.395
H -9.58267 9.54538 -6.08524 0.367
H -9.62741 12.04721 -5.67468 0.449
H -9.94844 11.77180 -3.87607 0.363
H -11.66141 11.26207 -6.15602 0.063
H -11.91370 12.41948 -4.85338 0.418
H -13.06311 11.87266 -2.75442 0.371
H -13.42352 10.06766 -2.45836 0.401
H -11.86855 10.79066 -2.22837 0.292
H -14.34450 11.04118 -5.22008 0.407
H -13.32372 10.02862 -6.24600 0.386
H -14.36300 9.37919 -4.91300 0.389
H -8.76659 8.76715 -2.63700 0.425
H -10.45364 8.32412 -2.08869 0.343
H -10.04561 9.96918 -2.37043 0.356
H -12.48894 7.37831 -4.45605 0.364
C -10.38010 8.49217 -12.62507 -1.467
C -11.01111 8.25762 -14.05026 1.810
C -11.73355 6.83888 -14.07625 -1.384
C -13.10012 6.83555 -13.33072 -0.732
C -13.96322 7.97958 -13.90368 -1.308
C -13.32317 9.33229 -14.04379 2.027
N -11.95736 9.31178 -14.60230 -0.019
O -11.31414 10.52142 -14.65180 -0.237
C -14.01843 10.17438 -15.14330 -2.175
C -13.36462 10.14139 -12.81498 -1.387
C -9.83541 8.09863 -15.07253 -1.879
H -10.30083 9.57419 -12.51998 0.004
H -9.34243 8.20820 -12.44989 0.566
H -11.10153 8.19594 -11.86357 0.288
H -11.79600 6.60834 -15.13975 0.500
H -11.01898 6.07938 -13.75899 0.454
H -13.11121 6.92948 -12.24483 0.329
H -13.40088 5.79410 -13.44482 0.445
H -14.84634 8.13554 -13.28411 0.431
H -14.34407 7.68500 -14.88157 0.382
H -13.85279 9.83264 -16.16500 0.448
H -15.09559 10.19019 -14.97729 0.458
H -13.59593 11.16745 -15.29627 0.374
H -13.30645 11.18778 -13.11461 -0.056
H -14.35623 10.20857 -12.36743 0.558
H -12.59728 9.82860 -12.10685 0.316
H -10.15575 7.87655 -16.09045 0.475
H -9.11825 7.36627 -14.70182 0.476
H -9.28293 9.01921 -15.26066 0.178
H -11.46017 10.87521 -15.53221 0.313
C -4.38053 9.21874 -13.67000 -1.712
C -5.03611 10.53312 -13.98308 1.739
C -6.62407 10.43697 -14.00663 -1.826
C -7.14812 10.34397 -12.61914 -0.165
C -6.68440 11.48892 -11.82219 0.332
C -5.15079 11.68559 -11.73165 1.422
N -4.63712 11.67713 -13.07167 0.768
O -3.24644 11.96245 -13.26201 -0.560
C -4.96007 13.15448 -11.24824 -1.635
C -4.48534 10.78468 -10.61925 -1.656
C -4.82177 10.97914 -15.47811 -1.808
H -3.30810 9.06259 -13.55330 0.300
H -4.83695 8.53643 -14.38710 0.441
H -4.81055 8.82199 -12.75034 0.365
H -7.09512 11.22451 -14.59485 0.048
H -6.95280 9.58292 -14.59877 0.704
H -6.83467 9.36927 -12.24523 0.442
H -8.22852 10.29599 -12.75528 -0.356
H -7.10860 11.31526 -10.83325 0.587
H -7.21274 12.33569 -12.26031 -0.772
H -5.64591 13.44343 -10.45185 0.392
H -3.94790 13.52522 -11.08647 0.297
H -5.16397 13.76081 -12.13079 0.097
H -4.92358 10.68430 -9.62629 0.357
H -4.50311 9.76175 -10.99526 0.353
H -3.42595 10.97157 -10.44356 0.390
H -3.87918 10.61583 -15.88753 0.421
H -4.83211 12.06039 -15.61557 0.300
H -5.58905 10.73379 -16.21240 0.347
H -3.18510 12.79109 -13.74284 0.308
C -10.69536 15.66881 -16.20512 -1.681
C -9.97002 16.59425 -15.25055 1.623
C -10.70183 16.41261 -13.85087 -1.148
C -10.14011 15.16487 -13.19514 -0.453
C -8.63076 15.33406 -13.03683 -1.279
C -7.86320 15.45716 -14.36398 1.468
N -8.47176 16.41658 -15.27440 0.787
O -7.91649 16.40774 -16.49984 -0.326
C -6.54589 16.08773 -13.90520 -1.835
C -7.67089 13.98819 -14.91732 -1.033
C -10.08772 18.09063 -15.65291 -1.856
H -10.24100 14.67803 -16.20371 0.344
H -11.77394 15.65527 -16.04830 0.291
H -10.63325 15.98321 -17.24695 0.411
H -10.72843 17.36745 -13.32582 0.412
H -11.77696 16.23451 -13.87252 0.203
H -10.66366 15.03098 -12.24853 0.478
H -10.43788 14.30596 -13.79656 0.059
H -8.35964 14.38828 -12.56769 0.116
H -8.29313 16.02247 -12.26211 0.709
H -5.83777 16.04003 -14.73248 0.456
H -6.17270 15.55861 -13.02835 0.248
H -6.63386 17.09638 -13.50150 0.478
H -6.83017 13.44220 -14.48932 -0.158
H -7.35435 14.03624 -15.95924 0.580
H -8.55489 13.36473 -14.78343 0.253
H -9.74173 18.19808 -16.68094 0.550
H -11.14748 18.32917 -15.56280 0.448
H -9.43154 18.71276 -15.04423 0.395
H -7.78862 17.34289 -16.67518 0.428
C -18.69739 14.28173 -15.87432 -1.843
C -17.99219 14.97740 -14.67702 1.377
C -18.68960 14.51799 -13.37471 -1.297
C -17.94123 14.89866 -12.10737 -0.841
C -16.54027 14.34498 -12.06378 -1.171
C -15.73742 14.70699 -13.35081 1.951
N -16.57910 14.54692 -14.57977 0.343
O -15.89275 14.84258 -15.75926 -0.448
C -15.19692 16.15598 -13.26200 -1.797
C -14.52939 13.72458 -13.48119 -1.761
C -18.28856 16.51772 -14.85248 -1.586
H -18.49187 13.27092 -16.22663 0.380
H -18.35292 14.72226 -16.80994 0.438
H -19.76913 14.47937 -15.89442 0.393
H -19.74568 14.78686 -13.39753 0.468
H -18.74799 13.43134 -13.31246 0.368
H -18.58186 14.48326 -11.32946 0.458
H -18.03348 15.94667 -11.82228 0.375
H -16.80854 13.31323 -11.83657 0.301
H -16.05557 14.69476 -11.15229 0.475
H -14.67025 16.11588 -12.30852 0.447
H -14.54516 16.45485 -14.08296 0.407
H -16.03809 16.84909 -13.27380 0.282
H -14.81211 12.75799 -13.89816 0.588
H -13.85263 14.05747 -14.26813 0.306
H -13.96306 13.67520 -12.55117 -0.076
H -18.29155 17.02747 -13.88903 0.378
H -19.28523 16.56756 -15.29097 0.432
H -17.56407 17.04667 -15.47170 0.280
H -15.50546 15.70015 -15.56909 0.387
```

The net charge is +1. The spin multiplicity is 2. As for the frontier orbital gap (alpha / beta): 0.248 / 0.098 hartree.

Q: Which value of spin multiplicity does entry 1 give?
A: 2

Repeat the first record exactly.
DFT (ωB97M-V with the def2-TZVPD basis set) results for a structure of composition C19H14Cl4NO4S2W in a non-equilibrium geometry.

The geometry in XYZ format:
```
45
Properties=species:S:1:pos:R:3:mulliken_charge:R:1
W 0.19020 0.18324 0.51042 1.212
Cl -4.46670 5.01353 -0.26650 -0.130
C -3.01830 4.12230 -0.35664 0.290
C -1.89635 4.66221 -1.01084 0.396
Cl -1.99816 6.19877 -1.73668 -0.128
C -0.69257 3.95053 -1.07284 -0.139
Cl 0.69238 4.57708 -1.85623 -0.164
C -0.64009 2.70621 -0.47866 0.493
O 0.41604 1.87080 -0.43910 -0.071
C -1.77030 2.15329 0.13878 0.121
O -1.51026 0.90611 0.59368 -0.538
C -2.96006 2.85139 0.22545 0.051
Cl -4.29849 2.15645 1.02319 -0.153
O -0.47722 -1.13595 1.83880 -0.591
N -1.13394 -2.26796 1.52172 0.313
C -1.84818 -2.89295 2.47241 -0.209
C -2.45996 -4.08399 2.17772 -0.699
C -2.32038 -4.63110 0.90204 -0.158
C -1.59918 -3.95104 -0.06305 -0.709
C -1.01176 -2.74169 0.26710 0.768
S -0.13353 -1.72683 -0.85621 -0.430
H -1.89297 -2.40286 3.43428 0.485
H -3.03984 -4.58224 2.94024 0.443
H -2.77911 -5.58122 0.66498 0.437
H -1.47786 -4.32772 -1.06890 0.447
C 8.63149 -0.64788 1.19852 -1.432
C 7.23613 -0.21042 0.88431 0.767
C 6.18642 -1.12898 0.78850 -0.870
C 4.90508 -0.71803 0.48106 -0.436
C 4.66706 0.63801 0.28120 0.931
C 5.68512 1.58049 0.39358 -0.498
C 6.96351 1.14533 0.67883 -0.718
S 3.06569 1.23151 -0.15524 0.339
C 2.87738 0.48217 -1.78316 -0.900
O 2.07611 0.26062 0.68153 -0.395
H 8.69133 -1.71491 1.39768 0.363
H 9.01671 -0.10642 2.06317 0.372
H 9.28912 -0.41345 0.35935 0.352
H 6.37940 -2.18068 0.95498 0.339
H 4.09674 -1.43614 0.41705 0.409
H 5.48398 2.63663 0.25426 0.429
H 7.76699 1.86648 0.75433 0.432
H 3.16320 -0.56566 -1.71836 0.381
H 3.54472 1.00738 -2.46693 0.463
H 1.84862 0.61602 -2.11071 0.334
```

The net charge is +2. The energy above the lowest of the compared OMol25 structures with the same formula, charge and spin comes out at 26.06 kJ/mol. The spin multiplicity is 2. As for the frontier orbital gap (alpha / beta): 0.214 / 0.215 hartree.

Q: spin multiplicity of number 1 (C19H14Cl4NO4S2W)?
A: 2